[1]
Molecular formula: C21H37N3O6
Method: DFT, wB97M-V/def2-TZVPD

Calculated values
F_max: 0.75 eV/Å
SMILES: CCCCNC(=O)[C@H]1C[C@H]1[C@@H](O)[C@H](CO)NC(=O)[C@@H]1CCCN1C(=O)OC(C)(C)C
ΔE to the lowest compared entry with this formula, charge and spin: 0.0 kJ/mol
Calculated total energy: -1438.18314 Ha
Frontier orbital gap: 9.64 eV
Net charge: 0
HOMO: -9.09 eV

Atoms and positions in Å:
C1 -3.575 -4.550 1.471
H1 -2.926 -3.903 2.054
H2 -3.899 -5.368 2.111
C2 -4.783 -3.785 0.942
C3 -4.412 -2.696 -0.064
H3 -3.825 -3.133 -0.875
H4 -5.327 -2.285 -0.496
C4 -3.624 -1.548 0.568
N1 -3.430 -0.476 -0.383
C5 -3.734 0.803 -0.104
O1 -4.251 1.150 0.952
C6 -3.404 1.758 -1.204
C7 -3.938 3.163 -1.144
C8 -2.478 2.930 -0.942
H5 -1.819 3.183 -1.764
C9 -1.810 3.134 0.414
O2 -2.698 3.338 1.469
H6 -3.347 2.604 1.480
C10 -0.841 1.954 0.703
N2 0.141 1.819 -0.355
C11 0.139 0.843 -1.271
O3 -0.772 0.057 -1.452
C12 1.431 0.811 -2.116
N3 2.432 -0.012 -1.448
C13 3.091 0.383 -0.345
O4 2.840 1.427 0.239
O5 4.023 -0.509 -0.001
C14 4.900 -0.287 1.134
C15 4.101 -0.198 2.433
H7 4.779 -0.262 3.279
H8 3.387 -1.016 2.493
H9 3.558 0.740 2.494
C16 5.793 -1.528 1.143
H10 6.531 -1.448 1.935
H11 6.306 -1.624 0.189
H12 5.192 -2.418 1.304
C17 5.734 0.974 0.913
H13 6.432 1.097 1.736
H14 5.091 1.848 0.865
H15 6.294 0.896 -0.017
C18 2.671 -1.266 -2.139
C19 1.506 -1.360 -3.118
H16 1.748 -1.955 -3.995
H17 0.636 -1.789 -2.622
C20 1.220 0.102 -3.453
H18 0.206 0.249 -3.819
H19 1.928 0.475 -4.193
H20 2.702 -2.090 -1.424
H21 3.634 -1.223 -2.660
H22 1.809 1.834 -2.230
H23 1.005 2.331 -0.223
H24 -1.407 1.018 0.747
C21 -0.111 2.176 2.037
O6 0.821 1.168 2.319
H25 1.537 1.223 1.666
H26 -0.843 2.169 2.846
H27 0.374 3.163 2.015
H28 -1.210 4.054 0.360
H29 -4.273 3.627 -2.058
H30 -4.522 3.418 -0.272
H31 -3.308 1.287 -2.175
H32 -2.815 -0.657 -1.163
H33 -2.650 -1.901 0.921
H34 -4.177 -1.128 1.411
H35 -5.461 -4.490 0.454
H36 -5.321 -3.333 1.778
H37 -2.999 -4.969 0.648

---

[2]
Molecular formula: C12H29Cl4N5O13
Method: DFT, wB97M-V/def2-TZVPD

Calculated values
F_max: 1.93 eV/Å
SMILES: C[N+](=O)[O-].C[N+](=O)[O-].C[N+](=O)[O-].C[N+](=O)[O-].C[N+](=O)[O-].COC(=O)OC.ClCCCl.ClCCCl
Calculated total energy: -3566.81709 Ha
Frontier orbital gap: 10.22 eV
Net charge: 0
HOMO: -10.38 eV

Atoms and positions in Å:
Cl1 -1.953 1.899 0.466
C1 -0.657 0.715 0.250
C2 0.536 1.016 1.143
Cl2 0.250 0.975 2.881
H1 -0.345 0.680 -0.790
H2 -1.065 -0.255 0.524
H3 1.006 1.974 0.927
H4 1.344 0.294 1.032
Cl3 -1.613 5.099 5.341
C3 -1.565 3.399 4.799
C4 -1.002 2.464 5.838
Cl4 0.679 2.841 6.269
H5 -1.121 3.331 3.810
H6 -2.608 3.128 4.616
H7 -1.018 1.452 5.430
H8 -1.579 2.413 6.757
C5 -4.137 -2.934 -1.805
N1 -2.871 -2.257 -2.239
O1 -2.593 -1.222 -1.692
O2 -2.299 -2.766 -3.164
H9 -4.304 -3.717 -2.542
H10 -4.952 -2.227 -1.936
H11 -4.091 -3.375 -0.817
C6 -5.202 0.903 0.393
N2 -4.698 -0.486 0.620
O3 -5.210 -1.381 -0.030
O4 -3.843 -0.644 1.472
H12 -6.275 0.810 0.242
H13 -4.707 1.327 -0.472
H14 -5.056 1.460 1.311
C7 3.653 -1.822 2.678
N3 4.466 -0.584 2.573
O5 3.953 0.500 2.391
O6 5.664 -0.744 2.698
H15 2.582 -1.636 2.686
H16 3.913 -2.323 3.604
H17 3.873 -2.422 1.799
C8 -0.627 -3.065 1.812
N4 0.061 -2.747 0.536
O7 1.087 -2.100 0.607
O8 -0.484 -3.128 -0.475
H18 0.081 -3.053 2.629
H19 -1.070 -4.056 1.694
H20 -1.531 -2.462 1.907
C9 3.899 1.172 -0.891
N5 3.157 2.458 -0.694
O9 2.203 2.669 -1.417
O10 3.552 3.177 0.202
H21 3.983 0.996 -1.959
H22 3.323 0.389 -0.413
H23 4.901 1.345 -0.513
C10 3.225 0.993 -6.187
O11 3.184 0.761 -4.768
C11 2.116 0.227 -4.195
O12 2.095 -0.056 -3.044
O13 1.138 0.032 -5.066
C12 -0.026 -0.530 -4.486
H24 3.279 0.028 -6.685
H25 4.086 1.632 -6.338
H26 2.318 1.520 -6.484
H27 -0.389 0.022 -3.614
H28 0.183 -1.526 -4.095
H29 -0.899 -0.585 -5.131

---

[3]
Molecular formula: C18H18FOPb
Method: DFT, wB97M-V/def2-TZVPD

Calculated values
F_max: 3.74 eV/Å
ΔE to the lowest compared entry with this formula, charge and spin: 0.0 kJ/mol
Calculated total energy: -1064.45716 Ha
Frontier orbital gap (alpha / beta): 6.83 / 5.02 eV
Net charge: -1
HOMO (alpha / beta): -4.47 / -3.83 eV

Atoms and positions in Å:
C1 0.441 -1.671 1.459
C2 -0.876 -1.992 1.001
C3 -0.768 -2.543 -0.317
H1 -1.773 -1.838 1.604
C4 0.632 -2.565 -0.672
C5 1.365 -1.993 0.435
H2 2.454 -1.913 0.483
H3 0.701 -1.285 2.444
H4 -1.603 -2.959 -0.877
H5 1.041 -3.008 -1.587
C6 -0.905 2.339 0.292
C7 -0.481 1.540 1.373
C8 0.926 1.487 1.418
H6 -1.261 1.005 2.244
C9 1.411 2.211 0.288
C10 0.277 2.739 -0.423
H7 0.312 3.411 -1.278
H8 -1.928 2.588 0.026
H9 1.552 1.008 2.161
H10 2.456 2.406 0.052
Pb1 0.009 0.012 -1.482
O1 -0.409 -0.121 -3.525
C11 -1.420 -0.835 -4.341
C12 -0.263 -1.135 -5.230
H11 -1.858 -1.724 -3.818
H12 -2.180 -0.138 -4.790
H13 0.359 -1.992 -4.971
H14 0.988 -1.906 -7.362
C13 0.672 -0.861 -7.433
C14 0.064 -0.282 -6.291
C15 -0.293 1.099 -6.390
H15 -0.710 1.586 -5.505
C16 -0.168 1.794 -7.590
H16 -0.481 2.847 -7.639
C17 0.353 1.152 -8.718
H17 0.428 1.689 -9.648
C18 0.765 -0.182 -8.643
H18 1.169 -0.690 -9.528
F1 -1.923 0.436 2.891

---

[4]
Molecular formula: C11H23N5O3
Method: DFT, wB97M-V/def2-TZVPD

Calculated values
F_max: 5.04 eV/Å
SMILES: [H]/N=C(\N)NCCC[C@H](NC(=O)[C@@H](N)C(C)C)C(=O)O
ΔE to the lowest compared entry with this formula, charge and spin: 352.9 kJ/mol
Calculated total energy: -932.36205 Ha
Frontier orbital gap: 9.14 eV
Net charge: 0
HOMO: -8.59 eV

Atoms and positions in Å:
C1 2.375 1.055 -0.632
C2 0.992 0.822 -1.150
C3 3.074 -0.382 -0.183
C4 2.327 -0.862 1.102
C5 4.587 -0.380 -0.049
C6 -1.382 1.146 -0.440
C7 -2.272 2.365 -0.701
C8 -1.266 0.846 1.175
C9 -2.461 0.039 1.782
C10 -2.689 -1.378 1.415
C11 -1.600 -2.126 -0.830
H1 1.765 1.937 0.981
H2 2.303 2.950 0.082
H3 3.142 1.510 -1.453
H4 2.750 -1.158 -0.855
H5 2.342 -0.015 1.765
H6 1.204 -1.019 0.937
H7 2.872 -1.777 1.717
H8 5.000 -0.862 0.814
H9 4.942 -0.760 -0.959
H10 4.800 0.710 -0.190
H11 0.018 2.601 -0.727
H12 -1.531 0.295 -0.965
H13 -0.307 0.356 1.271
H14 -1.298 1.879 1.551
H15 -2.204 0.084 2.873
H16 -3.463 0.619 1.750
H17 -2.074 -2.177 2.086
H18 -3.724 -1.713 1.748
H19 -3.539 -2.249 -0.307
H20 0.115 -2.058 -1.306
H21 -1.026 -3.116 -2.606
H22 -2.662 -2.756 -2.420
H23 -4.013 2.897 -1.131
N1 2.496 2.034 0.373
N2 -0.022 1.630 -0.568
N3 -2.698 -1.715 -0.029
N4 -0.379 -1.877 -0.407
N5 -1.773 -2.902 -1.925
O1 0.770 -0.066 -1.974
O2 -1.885 3.492 -0.712
O3 -3.608 2.081 -0.902

---

[5]
Molecular formula: C37H62BNbO7P
Method: DFT, wB97M-V/def2-TZVPD

Calculated values
F_max: 4.33 eV/Å
ΔE to the lowest compared entry with this formula, charge and spin: 0.0 kJ/mol
Calculated total energy: -2396.85085 Ha
Frontier orbital gap: 6.89 eV
Net charge: -1
HOMO: -4.67 eV

Atoms and positions in Å:
C1 2.251 1.053 4.193
C2 1.082 1.971 4.571
C3 -0.264 1.262 4.444
O1 -0.283 0.418 3.316
C4 -1.138 0.825 2.233
Nb1 -0.137 0.511 0.182
C5 1.267 2.243 0.359
C6 0.726 3.679 0.188
C7 -0.187 4.142 1.337
C8 -1.656 4.224 0.964
C9 -2.520 5.123 1.842
C10 -3.990 5.028 1.355
C11 -4.876 4.145 2.236
C12 -4.273 2.777 2.527
C13 -5.319 1.727 2.979
C14 -5.456 0.621 1.939
O2 -6.823 0.230 1.846
C15 -6.991 -0.958 1.115
C16 -1.799 1.450 -1.048
C17 -2.224 0.836 -2.398
C18 -1.280 1.059 -3.551
C19 -0.152 1.871 -3.496
C20 0.658 2.069 -4.617
C21 0.366 1.426 -5.816
C22 -0.753 0.600 -5.884
C23 -1.567 0.424 -4.766
B1 1.530 -0.937 1.015
O3 1.322 -1.895 1.983
O4 2.842 -0.794 0.528
C24 3.051 -1.297 -0.784
C25 2.367 -2.619 -1.084
P1 -1.526 -1.723 -0.001
O5 -1.382 -2.667 1.135
O6 -3.153 -1.313 -0.045
O7 -1.346 -2.532 -1.440
H1 3.098 1.222 4.856
H2 1.990 0.003 4.272
H3 2.616 1.258 3.192
H4 1.238 2.272 5.607
H5 1.129 2.876 3.968
H6 -1.099 1.963 4.442
H7 -0.353 0.612 5.319
H8 -1.534 1.835 2.352
H9 -2.018 0.164 2.256
H10 0.615 0.095 -1.447
H11 1.754 2.188 1.337
H12 2.073 2.097 -0.364
H13 1.590 4.348 0.219
H14 0.276 3.869 -0.784
H15 0.123 5.138 1.658
H16 -0.002 3.483 2.183
H17 -2.117 3.244 0.963
H18 -1.719 4.598 -0.057
H19 -2.498 4.789 2.876
H20 -2.187 6.153 1.751
H21 -3.977 4.561 0.370
H22 -4.431 6.011 1.205
H23 -5.809 3.983 1.689
H24 -5.166 4.669 3.146
H25 -3.771 2.364 1.661
H26 -3.558 2.889 3.339
H27 -4.909 1.253 3.865
H28 -6.288 2.170 3.178
H29 -4.836 -0.240 2.184
H30 -5.141 0.966 0.948
H31 -6.157 -1.649 1.239
H32 -7.891 -1.449 1.477
H33 -7.131 -0.765 0.049
H34 -2.683 1.368 -0.405
H35 -1.642 2.511 -1.244
H36 -3.156 1.333 -2.700
H37 -2.466 -0.217 -2.314
H38 0.107 2.364 -2.573
H39 1.518 2.718 -4.553
H40 1.005 1.562 -6.675
H41 -0.972 0.088 -6.810
H42 -2.423 -0.229 -4.858
H43 0.946 -2.689 1.588
H44 4.123 -1.455 -0.890
H45 2.756 -0.588 -1.556
H46 1.342 -2.482 -1.417
H47 2.440 -3.340 -0.276
H48 2.883 -3.076 -1.929
H49 -3.553 -1.578 -0.878
H50 -2.101 -3.131 -1.523
C26 0.584 -6.632 -4.150
C27 0.087 -5.700 -3.249
C28 0.320 -5.854 -1.890
C29 1.058 -6.937 -1.432
C30 1.557 -7.868 -2.332
C31 1.318 -7.718 -3.691
H51 0.401 -6.511 -5.210
H52 -0.481 -4.849 -3.605
H53 -0.072 -5.127 -1.189
H54 1.244 -7.053 -0.372
H55 2.134 -8.712 -1.974
H56 1.705 -8.446 -4.393
C32 8.483 -0.667 -1.088
C33 9.439 -1.673 -1.117
C34 9.270 -2.813 -0.343
C35 8.142 -2.948 0.454
C36 7.185 -1.944 0.482
C37 7.357 -0.801 -0.287
H57 8.614 0.222 -1.690
H58 10.315 -1.569 -1.745
H59 10.018 -3.596 -0.362
H60 8.008 -3.839 1.054
H61 6.303 -2.051 1.101
H62 6.611 -0.017 -0.262

---

[6]
Molecular formula: C6H10NS
Method: DFT, wB97M-V/def2-TZVPD

Calculated values
F_max: 4.63 eV/Å
SMILES: [NH3+][C@@]1(S)C=CC=CC1
ΔE to the lowest compared entry with this formula, charge and spin: 161.2 kJ/mol
Calculated total energy: -687.22120 Ha
Frontier orbital gap: 9.20 eV
Net charge: +1
HOMO: -12.88 eV

Atoms and positions in Å:
C1 -2.068 -0.949 -0.060
C2 -0.860 -1.744 -0.366
C3 -1.914 0.249 0.513
C4 0.362 -1.224 -0.459
C5 -0.557 0.867 0.808
C6 0.512 0.480 -0.260
N1 1.984 0.761 0.113
S1 0.073 1.352 -1.805
H1 -3.064 -1.182 -0.301
H2 -0.949 -2.725 -0.767
H3 -2.713 0.893 0.816
H4 0.893 -1.780 -1.144
H5 -0.719 1.942 0.838
H6 -0.253 0.530 1.744
H7 2.225 0.755 1.100
H8 2.190 1.765 -0.395
H9 2.645 0.106 -0.416
H10 -0.220 2.392 -1.178

---

What is the F_max in the fourth record?
5.04 eV/Å

---

Copy entry 4 word for word.
Molecular formula: C11H23N5O3
Method: DFT, wB97M-V/def2-TZVPD

Calculated values
F_max: 5.04 eV/Å
SMILES: [H]/N=C(\N)NCCC[C@H](NC(=O)[C@@H](N)C(C)C)C(=O)O
ΔE to the lowest compared entry with this formula, charge and spin: 352.9 kJ/mol
Calculated total energy: -932.36205 Ha
Frontier orbital gap: 9.14 eV
Net charge: 0
HOMO: -8.59 eV

Atoms and positions in Å:
C1 2.375 1.055 -0.632
C2 0.992 0.822 -1.150
C3 3.074 -0.382 -0.183
C4 2.327 -0.862 1.102
C5 4.587 -0.380 -0.049
C6 -1.382 1.146 -0.440
C7 -2.272 2.365 -0.701
C8 -1.266 0.846 1.175
C9 -2.461 0.039 1.782
C10 -2.689 -1.378 1.415
C11 -1.600 -2.126 -0.830
H1 1.765 1.937 0.981
H2 2.303 2.950 0.082
H3 3.142 1.510 -1.453
H4 2.750 -1.158 -0.855
H5 2.342 -0.015 1.765
H6 1.204 -1.019 0.937
H7 2.872 -1.777 1.717
H8 5.000 -0.862 0.814
H9 4.942 -0.760 -0.959
H10 4.800 0.710 -0.190
H11 0.018 2.601 -0.727
H12 -1.531 0.295 -0.965
H13 -0.307 0.356 1.271
H14 -1.298 1.879 1.551
H15 -2.204 0.084 2.873
H16 -3.463 0.619 1.750
H17 -2.074 -2.177 2.086
H18 -3.724 -1.713 1.748
H19 -3.539 -2.249 -0.307
H20 0.115 -2.058 -1.306
H21 -1.026 -3.116 -2.606
H22 -2.662 -2.756 -2.420
H23 -4.013 2.897 -1.131
N1 2.496 2.034 0.373
N2 -0.022 1.630 -0.568
N3 -2.698 -1.715 -0.029
N4 -0.379 -1.877 -0.407
N5 -1.773 -2.902 -1.925
O1 0.770 -0.066 -1.974
O2 -1.885 3.492 -0.712
O3 -3.608 2.081 -0.902

---

Which formula does entry 5 have?
C37H62BNbO7P